[1]
Density functional theory data (ωB97M-V/def2-TZVPD) for a molecular structure, C27H64N3O3RuS2Si5Te2.

```
! RIJCOSX wB97M-V def2-TZVPD def2/J DEFGRID3
* xyz 0 6
H -9.6217 -15.3675 4.8323
H -5.5288 -12.4237 3.1697
H -1.7391 -23.5275 8.3276
H 1.5520 -20.9836 8.8135
H -2.3479 -21.6863 9.9493
C -0.7018 -16.3048 8.4892
N -2.3916 -18.8029 8.2292
C -5.7761 -22.3868 7.3757
H -1.1471 -21.8682 7.9600
H -11.5620 -21.0583 6.3265
C -0.1962 -19.7895 8.5210
O -6.3074 -18.7178 8.8463
H -8.3720 -20.1924 0.7528
H -9.3761 -17.4184 8.3365
H -3.4263 -23.4463 10.4852
H -1.6375 -18.0398 11.0463
H -10.4251 -16.4984 0.7342
H -7.9459 -19.8384 7.4748
H -3.4093 -23.3869 6.4015
C -7.0422 -14.1762 1.5446
C -5.1936 -22.4536 9.8864
C -8.2582 -21.0786 1.3825
C -7.0654 -17.6245 11.2098
H -2.0139 -22.4304 5.9614
Si -9.9104 -19.3417 6.5379
H -5.9115 -23.2072 10.1798
H -9.0836 -16.9294 6.7656
H -0.2351 -19.5850 9.5810
C -2.0608 -22.5500 8.0531
H -7.8455 -17.0984 10.6567
C -12.1080 -17.3726 3.6721
H -6.7171 -22.8527 7.1706
H -12.1118 -19.9804 7.5210
Te -5.6657 -14.8218 3.1823
H -6.6264 -21.3422 8.9706
H -12.2102 -17.3327 4.7491
H -9.1039 -17.5171 0.8760
C -9.5944 -15.5571 3.7412
H -0.8637 -15.8027 7.5521
H -10.7334 -18.2205 0.9441
H -11.6744 -20.9141 3.3343
S -3.7666 -21.0109 6.3367
H -3.2187 -17.3848 11.2671
C -1.2247 -19.3486 7.7205
Te -6.3989 -18.3264 4.2004
C -10.0937 -17.3738 1.2399
H -0.4928 -15.6129 9.3340
Si -10.2565 -17.2568 3.2047
H 1.7939 -21.4125 6.3547
C -11.6702 -19.9863 6.5328
N -5.7039 -21.6582 8.6960
C -4.6766 -12.9984 2.8838
H -5.9154 -20.6770 5.9288
Si -8.9061 -18.9655 4.2498
H -7.7511 -13.6710 2.1424
H -8.6128 -15.3505 3.2158
H -9.5758 -22.8496 4.5679
H -7.3290 -18.0662 12.2039
C -1.0634 -19.5426 6.3183
H -7.9397 -22.1828 4.9225
H -12.6389 -16.4656 3.2396
H -3.8743 -12.8952 3.6067
H -4.5751 -16.3991 9.3391
O -5.1661 -19.4262 10.7285
H -8.3708 -23.4295 3.5907
H -9.0285 -20.4034 8.6199
H -10.3259 -14.7983 3.3098
C -3.9687 -16.5147 8.4622
Si -9.1729 -21.0022 3.0749
C -8.8427 -20.4239 7.6168
C -3.7833 -22.9933 9.5812
H -10.7307 -17.1332 7.3848
H -3.8480 -23.8038 8.8366
H -6.5845 -13.4745 0.8278
H -12.7221 -18.2795 3.4302
N -2.8247 -21.9698 9.1529
Ru -4.0724 -20.0078 8.6156
H 0.0355 -17.0612 8.3791
C -0.0668 -20.3968 5.8633
C -8.6664 -22.5229 4.1382
H -3.9785 -15.4904 8.0616
H -4.3506 -12.9116 1.8394
C 0.9774 -20.8236 6.7171
H -5.4533 -22.1397 5.1538
H -1.7581 -16.2369 11.2421
O -7.4222 -20.1204 10.6570
H -8.7077 -21.4264 7.3289
H -6.2013 -16.9614 11.4476
Si -2.3188 -17.2467 8.9526
H -5.0740 -23.2494 7.4051
C 0.9136 -20.4950 8.0891
C -5.4294 -21.5832 6.1490
S -6.4797 -19.0157 10.2641
H -7.5195 -15.0560 1.0801
H -12.4031 -19.5723 5.8363
H 0.0061 -20.4844 4.8014
H -8.4605 -21.9986 0.8818
C -2.2496 -17.1415 10.8678
H -7.1324 -20.9914 1.4026
C -2.7701 -22.5363 6.7032
H -1.8574 -19.1900 5.6859
C -10.9476 -21.1633 2.5408
H -11.1797 -22.2256 2.2000
H -4.5970 -17.0866 7.7646
H -5.1151 -21.6955 10.6790
C -9.7455 -17.6059 7.3427
H -11.2239 -20.5916 1.6229
*
```

Properties
* relative energy (zero: lowest compared OMol25 entry of this formula, charge and spin): 1.782 eV
* HOMO energy (spin up / spin down): -0.240 / -0.273 Eh
* E: -4331.86846 Ha
* lowest unoccupied orbital energy (spin up / spin down): 0.31 / -2.03 eV

Here are the Löwdin charges for atoms 1 to 99, given in e:
1. H 0.0275
2. H -0.0399
3. H 0.1113
4. H 0.1024
5. H 0.0955
6. C -0.1471
7. N -0.2375
8. C -0.2554
9. H 0.1039
10. H 0.0241
11. C -0.1124
12. O -0.4146
13. H 0.0136
14. H 0.0074
15. H 0.1170
16. H 0.0133
17. H 0.0051
18. H 0.0027
19. H 0.0864
20. C -0.3871
21. C -0.1553
22. C -0.2258
23. C -0.1344
24. H 0.0461
25. Si 0.4295
26. H 0.1207
27. H 0.0165
28. H 0.1064
29. C -0.2403
30. H 0.0601
31. C -0.2266
32. H 0.0981
33. H 0.0289
34. Te 0.9849
35. H 0.0583
36. H -0.0044
37. H -0.0022
38. C -0.2407
39. H 0.0143
40. H 0.0150
41. H 0.0176
42. S 0.8716
43. H -0.0060
44. C -0.4565
45. Te 0.4230
46. C -0.1979
47. H 0.0338
48. Si 0.3871
49. H 0.0839
50. C -0.2133
51. N -0.1213
52. C -0.5109
53. H -0.0498
54. Si 0.0745
55. H -0.0485
56. H -0.0331
57. H -0.0031
58. H 0.0813
59. C -0.0754
60. H 0.0070
61. H 0.0488
62. H -0.0056
63. H -0.0039
64. O -0.4359
65. H 0.0360
66. H -0.0017
67. H 0.0502
68. C -0.1809
69. Si 0.3254
70. C -0.2057
71. C -0.1996
72. H 0.0216
73. H 0.1112
74. H 0.0161
75. H 0.0342
76. N -0.1151
77. Ru 1.1569
78. H -0.0053
79. C -0.0973
80. C -0.2008
81. H 0.0304
82. H 0.0090
83. C -0.0908
84. H 0.1106
85. H 0.0249
86. O -0.3760
87. H 0.0093
88. H 0.0681
89. Si 0.4087
90. H 0.0892
91. C -0.0916
92. C -0.5018
93. S 0.3874
94. H -0.0010
95. H 0.0127
96. H 0.0944
97. H 0.0086
98. C -0.1733
99. H 0.0357

***

[2]
Density functional theory data (ωB97M-V/def2-TZVPD) for a molecular structure, C61H57Cl3N6OP2RuS.

```
! RIJCOSX wB97M-V def2-TZVPD def2/J DEFGRID3
* xyz 3 2
O -2.1493 -4.5586 3.5974
C 2.6710 1.7292 -3.3911
H -5.4011 -1.9028 1.4476
C -2.0197 -6.5824 7.4023
C 3.7904 2.7736 0.1843
C -3.5852 -4.5695 3.5777
N 0.7308 -1.9730 1.0685
H -3.5876 -5.0053 1.4724
C 4.6904 6.9970 -2.5020
H -6.3080 -4.0267 7.3454
C -0.1257 1.9098 -6.6302
P 1.5430 3.7294 -1.6436
H 2.9995 3.4029 -8.3368
H 3.0902 2.8564 2.1456
H 1.2193 0.2283 -1.8646
H -1.7124 0.7156 3.1605
H -1.7230 -6.8554 5.2866
C 2.9333 2.4131 1.1679
C 4.1052 6.3446 -3.5786
N 0.1869 0.2196 2.4593
H -1.1398 2.3177 -8.4672
C -2.4729 3.6059 0.8521
C -4.3290 -1.8602 1.3653
C 4.6578 -0.2452 -1.7715
Ru -0.3943 -0.2754 0.5762
H 1.0754 3.9190 -4.0763
C -1.8002 -6.1770 6.1242
C 2.3304 -3.9899 2.0900
N -3.5335 -2.9341 1.6670
H -5.0748 -4.2531 2.0495
H 0.2081 2.8546 2.0923
C -4.1560 -2.3424 4.6446
C 1.9454 1.4030 1.1212
H 4.8487 -0.9680 -3.7830
H 0.6299 -0.9320 4.2147
H -1.1293 2.3353 -3.8610
H -2.5093 4.4163 1.5670
H -0.2313 4.5062 -3.1101
C 0.9212 2.9138 -8.5442
C 0.4965 3.6977 -3.1784
H 2.7489 4.8600 -4.2373
C 1.6764 0.9681 -1.2195
C 0.7744 -2.4609 -5.5848
C -1.7140 -4.7600 6.0023
C 1.3260 -2.8490 0.2544
P 1.0658 1.3507 -4.2502
C -5.7005 -3.5505 6.5893
C -0.7323 1.1917 3.1024
C 4.3327 -0.2210 -3.1900
C -5.5373 -2.1763 6.5807
H 1.7235 -0.6450 -6.2003
Cl -1.7621 -2.4675 7.5382
C 1.5865 0.7438 2.4189
H -0.3176 -4.1136 -4.7714
C -3.4932 -0.8543 1.0004
H 3.7378 0.6242 -4.9575
H -0.3819 1.3731 4.1231
C 3.3858 5.6570 -0.9967
C 0.6288 -0.3885 -4.3622
C -0.0449 -3.0740 -4.6492
C -1.8568 -4.1559 7.2165
H -3.7914 2.5102 -2.0547
C 1.0829 1.9828 -5.9312
H -4.6548 -0.4856 5.6115
H -3.7576 0.1472 0.7192
H 3.0565 5.4521 0.0142
H 1.7859 1.3806 3.2829
C 2.8167 4.9614 -2.0672
H 4.7511 7.1808 -0.3653
H -1.1905 -2.8223 -2.8474
H 4.3681 6.6234 -4.5902
C 2.2096 2.5211 -6.5537
C -0.5316 -2.3500 -3.5655
H -1.0062 1.4756 -6.1699
C -3.2505 3.6370 -0.2893
C 3.8800 2.1121 -1.1569
H 1.8750 -3.1228 4.0113
H 2.9562 -4.7763 2.4897
H -0.5906 -0.4485 -2.5846
H 2.8146 2.6686 -3.9337
H 0.8568 3.2762 -9.5612
H 4.9981 0.6505 0.0541
N 1.4065 0.7608 0.0414
H -3.5347 -1.8504 3.9063
C -0.2033 2.3760 -7.9298
S -2.1130 -5.2667 8.4921
H 2.5745 -4.5689 0.0290
C -0.1875 -1.0189 -3.4165
C -3.9900 -4.2426 2.1380
H -0.8496 -1.3598 3.3524
C 1.1071 -1.1212 -5.4483
C -0.1686 2.3189 -3.3482
H -1.1889 3.2693 3.0346
H 4.5292 2.7320 -1.7854
C -2.2616 -2.5640 1.4752
H -0.3291 1.8465 -2.3758
H -3.9052 4.4748 -0.4881
H 1.1431 -2.7156 -0.8059
C 4.3244 6.6545 -1.2085
C 0.9220 -2.0888 2.4003
C -5.0799 -4.3133 5.6120
C 2.1243 2.9857 -7.8580
H -3.8992 -5.6066 3.7046
C -1.6385 2.5217 1.1044
H 4.5765 3.4743 0.4329
C 2.4878 2.0243 -1.8805
C 3.1762 5.3384 -3.3646
H 5.2063 -1.1150 -1.4308
N -1.5696 1.4827 0.2546
C 4.5395 0.7678 -0.9218
C -4.7729 -1.5599 5.6025
C -4.2803 -3.7326 4.6239
H 3.1615 2.5943 -6.0439
Cl -6.2890 -1.2239 7.8033
C 0.1910 -1.0614 3.2218
C -2.3444 1.5156 -0.8437
C -3.1866 2.5581 -1.1600
H 5.4116 7.7849 -2.6720
H -2.1410 -7.5894 7.7667
C 3.6310 0.6776 -3.8789
C -1.4593 -4.0274 4.7239
H -2.3025 0.6396 -1.4833
H -1.6785 -2.9660 4.8703
C 2.1235 -3.8770 0.7256
N -2.1842 -1.2995 1.0696
C 1.7270 -3.0720 2.9408
H 1.1446 -3.0200 -6.4330
H -1.4430 -3.2454 1.6253
H -0.4075 -4.1238 4.4406
Cl -5.3620 -6.0218 5.6584
H 2.2451 -0.1244 2.5136
C -0.7982 2.5145 2.3527
*
```

Properties
* HOMO energy (spin up / spin down): -0.496 / -0.496 Eh
* E: -5318.01912 Ha
* lowest unoccupied orbital energy (spin up / spin down): -7.00 / -8.11 eV

Here are the Löwdin charges for atoms 1 to 99, given in e:
1. O -0.1071
2. C -0.3024
3. H 0.1431
4. C -0.3886
5. C -0.0580
6. C -0.2684
7. N -0.0371
8. H 0.1445
9. C -0.0431
10. H 0.1178
11. C -0.0714
12. P 1.1471
13. H 0.1229
14. H 0.1308
15. H 0.0803
16. H 0.1279
17. H 0.1225
18. C -0.0407
19. C -0.0523
20. N -0.2583
21. H 0.1229
22. C 0.0160
23. C -0.0279
24. C -0.0674
25. Ru 1.1227
26. H 0.0481
27. C -0.1425
28. C -0.0047
29. N -0.0432
30. H 0.1489
31. H 0.1176
32. C -0.0474
33. C -0.2310
34. H 0.1202
35. H 0.1530
36. H 0.1058
37. H 0.1309
38. H 0.0992
39. C -0.0283
40. C -0.3597
41. H 0.0833
42. C -0.1337
43. C -0.0305
44. C -0.3325
45. C -0.0888
46. P 1.1167
47. C -0.1056
48. C -0.1350
49. C -0.0520
50. C -0.6623
51. H 0.1182
52. Cl 0.6775
53. C -0.0937
54. H 0.1231
55. C -0.1086
56. H 0.1075
57. H 0.1422
58. C -0.1204
59. C -0.2944
60. C -0.0346
61. C -0.9680
62. H 0.1239
63. C -0.3191
64. H 0.1095
65. H 0.0956
66. H 0.0970
67. H 0.1465
68. C -0.3864
69. H 0.1179
70. H 0.1127
71. H 0.1168
72. C -0.0697
73. C -0.0636
74. H 0.1158
75. C -0.0097
76. C -0.2397
77. H 0.1328
78. H 0.1303
79. H 0.0689
80. H 0.0842
81. H 0.1254
82. H 0.1250
83. N 0.0042
84. H 0.0997
85. C -0.0373
86. S 1.0412
87. H 0.1227
88. C -0.1009
89. C -0.0254
90. H 0.1049
91. C -0.0554
92. C -0.2894
93. H 0.1346
94. H 0.1627
95. C -0.1392
96. H 0.0390
97. H 0.1293
98. H 0.1104
99. C -0.0510

***

[3]
Density functional theory data (ωB97M-V/def2-TZVPD) for a molecular structure, C33H48CoN9OS2.

```
! RIJCOSX wB97M-V def2-TZVPD def2/J DEFGRID3
* xyz 1 2
H 2.0176 -3.8661 3.6031
H 3.9202 4.1106 -6.2152
C 2.3081 3.3203 -3.3367
C 0.6301 0.7357 5.5980
H -2.9313 2.4472 1.3016
H 0.5274 -3.0529 2.1750
C -4.9719 0.9249 2.0193
C 2.5315 0.9058 1.1271
H 0.5094 5.9775 -4.4255
C -1.7398 -2.2318 -4.3229
H 2.5225 0.4357 0.1342
H 4.6058 -0.6914 0.9435
H -6.0805 -0.7991 1.2694
N -3.5994 0.8469 2.4951
C 1.4384 0.2726 -3.2866
H 2.0377 0.6619 -4.1097
C -5.4220 -0.5176 2.0896
C 1.2748 5.2122 -4.4143
H -0.3331 0.5933 -4.4422
C 3.1890 4.1666 -5.4193
C -2.8283 2.0662 2.3208
O 0.7789 1.8772 3.5378
N -1.8638 -0.7206 2.5501
H -5.2871 -2.9670 1.8544
H -5.9278 -0.7369 3.0366
H 2.6191 3.2238 4.4636
H 1.5304 1.2391 1.3620
H -3.5820 -3.2462 1.5999
H 2.5660 2.5204 6.0470
H -0.2971 -4.9928 -5.6664
H 1.9806 -0.5616 -2.8278
Co -0.5105 0.5205 3.0518
C 3.2377 3.2590 -4.3687
S -2.1091 0.1663 -0.6070
N 2.2413 2.5387 5.0974
H -1.4252 -4.1197 -7.6869
H -1.0528 -0.6318 5.3446
H -1.3513 -2.1731 1.1340
H 3.2831 1.7329 -2.2939
H 3.1909 1.7731 1.1067
H 5.0139 -2.5182 2.4095
H -4.9929 1.3077 0.9919
C 1.3247 4.3089 -3.3634
H -2.8045 -0.9315 -2.9820
C 2.2048 5.1412 -5.4445
H 4.0119 2.4990 -4.3486
C 0.1137 -2.2025 2.7221
N -0.7563 -0.5809 -2.7376
H -1.9203 -2.2159 -2.1887
H 3.6413 -3.6075 4.2028
H -2.7571 -2.0403 -7.5518
C -2.3707 -1.7486 -5.4639
C 2.7097 -3.1069 3.9491
H 2.2945 2.7737 -1.2457
C -4.2930 -2.6888 2.1982
C 4.4196 -1.7196 2.8524
C -0.8767 -4.0804 -5.6126
C 0.1672 1.3824 -1.5368
N 3.0148 -2.1142 2.9260
C -3.1166 -0.4347 2.3553
H 1.3132 -0.1201 5.6040
H 5.0707 0.3006 2.3337
N 0.9101 -1.0012 2.4944
H 0.5679 1.1047 6.6267
C 2.2011 -1.0710 2.5304
N 3.0019 -0.0235 2.1332
H -4.2019 -2.9801 3.2491
H -1.4820 1.0811 5.2902
H -0.5040 -3.7903 -3.5196
H 0.3033 -1.0583 -4.4725
H 4.8128 -1.5110 3.8524
H -1.7675 1.9071 2.4959
N -4.1631 -1.2538 2.0080
C 4.3797 -0.4697 1.9936
C 0.1261 -0.1956 -3.8370
C -1.3187 -2.0376 2.2212
C -1.8754 -1.5031 -3.0122
C -0.8784 0.2770 -1.7051
N 1.2535 1.3350 -2.3111
H -2.9580 -0.8388 -5.4046
C -1.5087 -3.5893 -6.7472
H 2.3094 -2.6517 4.8585
H 0.0764 -2.4524 3.7853
H -1.8762 -2.8422 2.6922
H -5.5646 1.5857 2.6506
H 0.6046 4.3645 -2.5581
C 1.2301 1.7683 4.6916
C -0.7247 0.3463 4.9909
H -3.1837 2.8187 3.0250
C 2.3514 2.2982 -2.2214
C -2.2575 -2.4236 -6.6718
S -0.0700 2.5406 -0.3665
H 2.1614 5.8473 -6.2638
C -0.9942 -3.4044 -4.4072
*
```

Properties
* relative energy (zero: lowest compared OMol25 entry of this formula, charge and spin): 0.776 eV
* HOMO energy (spin up / spin down): -0.357 / -0.358 Eh
* E: -4033.29791 Ha
* lowest unoccupied orbital energy (spin up / spin down): -2.51 / -2.51 eV

Quick look at the Löwdin charges, all values in e:
1. H 0.0772
2. H 0.1057
3. C -0.2086
4. C -0.1660
5. H 0.0729
6. H 0.1184
7. C -0.1268
8. C -0.0671
9. H 0.1068
10. C -0.2497
11. H 0.0906
12. H 0.1250
13. H 0.1277
14. N -0.0834
15. C -0.1116
16. H 0.1303
17. C -0.1224
18. C -0.0704
19. H 0.1491
20. C -0.0780
21. C -0.0471
22. O -0.0343
23. N -0.0016
24. H 0.0923
25. H 0.1309
26. H 0.1252
27. H 0.0062
28. H 0.0784
29. H 0.1184
30. H 0.1062
31. H 0.1409
32. Co 0.4410
33. C -0.0539
34. S 0.7685
35. N 0.2082
36. H 0.1066
37. H 0.0534
38. H 0.1013
39. H 0.1266
40. H 0.1001
41. H 0.1262
42. H 0.1251
43. C -0.0325
44. H 0.1004
45. C -0.0823
46. H 0.1106
47. C -0.2095
48. N -0.0907
49. H 0.1118
50. H 0.0914
51. H 0.1075
52. C -0.0411
53. C -0.0386
54. H 0.0758
55. C -0.0390
56. C -0.1282
57. C -0.0734
58. C -0.7014
59. N -0.0760
60. C -0.3781
61. H 0.1122
62. H 0.1246
63. N 0.0720
64. H 0.1157
65. C -0.3402
66. N -0.0934
67. H 0.1022
68. H 0.0618
69. H 0.1176
70. H 0.1255
71. H 0.1258
72. H 0.0326
73. N -0.0729
74. C -0.1270
75. C -0.1115
76. C -0.1954
77. C -0.1480
78. C -0.6928
79. N -0.1047
80. H 0.1189
81. C -0.0782
82. H 0.0926
83. H 0.1075
84. H 0.0975
85. H 0.1289
86. H 0.0843
87. C -0.4807
88. C -0.1723
89. H 0.1035
90. C -0.1410
91. C -0.0690
92. S 0.7017
93. H 0.1058
94. C -0.0486